No. 1
{
  "formula": "C44H110O22",
  "method": "ωB97M-V/def2-TZVPD",
  "homo_ev": -9.38,
  "orbital_gap_ev": 9.48,
  "charge": 0,
  "largest_force_ev_per_a": 3.6,
  "smiles": "COCCOC.COCCOC.COCCOC.COCCOC.COCCOC.COCCOC.COCCOC.COCCOC.COCCOC.COCCOC.COCCOC",
  "species": ["C", "O", "C", "C", "O", "C", "H", "H", "H", "H", "H", "H", "H", "H", "H", "H", "C", "O", "C", "C", "O", "C", "H", "H", "H", "H", "H", "H", "H", "H", "H", "H", "C", "O", "C", "C", "O", "C", "H", "H", "H", "H", "H", "H", "H", "H", "H", "H", "C", "O", "C", "C", "O", "C", "H", "H", "H", "H", "H", "H", "H", "H", "H", "H", "C", "O", "C", "C", "O", "C", "H", "H", "H", "H", "H", "H", "H", "H", "H", "H", "C", "O", "C", "C", "O", "C", "H", "H", "H", "H", "H", "H", "H", "H", "H", "H", "C", "O", "C", "C", "O", "C", "H", "H", "H", "H", "H", "H", "H", "H", "H", "H", "C", "O", "C", "C", "O", "C", "H", "H", "H", "H", "H", "H", "H", "H", "H", "H", "C", "O", "C", "C", "O", "C", "H", "H", "H", "H", "H", "H", "H", "H", "H", "H", "C", "O", "C", "C", "O", "C", "H", "H", "H", "H", "H", "H", "H", "H", "H", "H", "C", "O", "C", "C", "O", "C", "H", "H", "H", "H", "H", "H", "H", "H", "H", "H"],
  "positions_angstrom": [[-20.500, -22.865, 7.572], [-19.307, -23.120, 6.845], [-19.546, -24.010, 5.778], [-18.256, -24.664, 5.490], [-17.797, -24.356, 4.174], [-17.291, -23.009, 4.184], [-20.861, -23.812, 7.972], [-21.250, -22.431, 6.911], [-20.353, -22.138, 8.371], [-19.932, -23.389, 4.968], [-20.300, -24.771, 5.979], [-18.423, -25.724, 5.685], [-17.490, -24.420, 6.226], [-18.064, -22.245, 4.265], [-16.780, -22.763, 3.254], [-16.499, -22.880, 4.922], [-19.679, -14.351, 9.006], [-20.217, -14.043, 7.717], [-20.482, -15.213, 6.931], [-19.269, -15.672, 6.180], [-18.306, -16.443, 6.783], [-18.655, -17.869, 6.672], [-19.886, -15.300, 9.500], [-19.907, -13.479, 9.619], [-18.589, -14.325, 9.017], [-21.309, -14.949, 6.272], [-20.940, -15.950, 7.590], [-18.782, -14.759, 5.837], [-19.561, -16.299, 5.338], [-18.459, -18.185, 5.648], [-19.656, -18.144, 7.004], [-17.980, -18.372, 7.365], [-25.108, -19.630, 6.185], [-24.015, -19.270, 5.401], [-24.437, -18.813, 4.106], [-23.283, -18.286, 3.273], [-22.252, -19.230, 3.132], [-21.195, -19.094, 2.232], [-25.825, -20.279, 5.683], [-25.591, -18.741, 6.589], [-24.682, -20.308, 6.925], [-25.196, -18.077, 4.372], [-24.943, -19.507, 3.435], [-22.922, -17.472, 3.902], [-23.601, -17.806, 2.347], [-20.546, -19.961, 2.357], [-20.561, -18.208, 2.254], [-21.577, -19.237, 1.222], [-12.902, -21.254, -2.462], [-14.200, -20.782, -2.021], [-14.426, -20.794, -0.635], [-14.048, -19.568, 0.156], [-14.167, -19.835, 1.548], [-14.281, -18.607, 2.298], [-12.685, -22.297, -2.229], [-12.087, -20.561, -2.254], [-13.005, -21.219, -3.546], [-13.889, -21.625, -0.178], [-15.462, -21.073, -0.443], [-14.568, -18.671, -0.181], [-12.970, -19.442, 0.058], [-14.401, -18.857, 3.352], [-15.264, -18.238, 2.006], [-13.478, -17.901, 2.088], [-14.381, -12.428, 12.291], [-13.402, -13.328, 11.842], [-13.050, -13.220, 10.413], [-11.980, -14.266, 10.069], [-12.231, -15.683, 10.164], [-13.129, -16.265, 9.250], [-14.151, -11.464, 11.837], [-14.572, -12.303, 13.357], [-15.344, -12.648, 11.830], [-12.661, -12.224, 10.199], [-13.921, -13.349, 9.771], [-11.019, -14.245, 10.583], [-11.714, -14.081, 9.029], [-14.094, -15.759, 9.240], [-13.216, -17.263, 9.679], [-12.716, -16.499, 8.269], [-10.175, -16.182, -0.845], [-10.100, -14.768, -0.847], [-11.339, -14.088, -0.997], [-12.076, -14.179, -2.329], [-12.747, -15.412, -2.524], [-13.353, -15.532, -3.731], [-9.270, -16.669, -0.481], [-10.274, -16.632, -1.834], [-11.004, -16.561, -0.248], [-11.083, -13.089, -0.642], [-12.041, -14.433, -0.238], [-11.368, -14.095, -3.154], [-12.802, -13.367, -2.296], [-13.345, -14.627, -4.338], [-14.411, -15.686, -3.520], [-12.988, -16.394, -4.289], [-13.835, -12.377, 4.001], [-13.801, -11.067, 3.389], [-14.809, -10.189, 3.851], [-14.686, -8.848, 3.109], [-14.701, -8.970, 1.729], [-13.446, -8.923, 1.155], [-13.457, -12.255, 5.016], [-13.024, -12.910, 3.505], [-14.798, -12.888, 3.986], [-14.900, -10.102, 4.933], [-15.735, -10.692, 3.573], [-13.776, -8.342, 3.432], [-15.544, -8.262, 3.441], [-13.511, -9.297, 0.133], [-12.664, -9.491, 1.658], [-13.136, -7.878, 1.155], [-18.738, -10.649, -1.242], [-18.852, -12.039, -1.751], [-17.856, -13.011, -1.314], [-17.689, -13.147, 0.219], [-18.795, -13.927, 0.727], [-20.049, -13.267, 0.864], [-19.087, -10.570, -0.212], [-19.300, -9.922, -1.828], [-17.709, -10.309, -1.355], [-16.985, -12.610, -1.832], [-17.822, -14.026, -1.710], [-17.774, -12.196, 0.746], [-16.853, -13.736, 0.598], [-20.982, -13.831, 0.866], [-20.252, -12.565, 0.056], [-20.103, -12.698, 1.792], [-9.163, -24.091, -6.019], [-8.488, -24.933, -5.106], [-8.459, -24.475, -3.692], [-8.880, -25.515, -2.542], [-10.063, -26.180, -2.758], [-10.615, -26.822, -1.668], [-10.209, -24.026, -5.719], [-9.067, -24.624, -6.966], [-8.649, -23.130, -6.002], [-9.054, -23.595, -3.450], [-7.429, -24.287, -3.392], [-9.070, -24.923, -1.647], [-8.054, -26.195, -2.334], [-11.266, -27.663, -1.907], [-11.177, -26.172, -0.998], [-10.034, -27.384, -0.937], [-12.294, -20.074, -12.509], [-11.915, -20.836, -11.363], [-12.983, -21.145, -10.499], [-13.998, -22.129, -11.026], [-14.771, -22.948, -10.138], [-15.313, -22.136, -9.112], [-13.145, -20.374, -13.121], [-11.468, -19.898, -13.198], [-12.506, -19.038, -12.244], [-13.483, -20.257, -10.112], [-12.523, -21.534, -9.591], [-13.375, -22.914, -11.455], [-14.526, -21.881, -11.946], [-16.035, -22.637, -8.468], [-15.806, -21.251, -9.515], [-14.494, -21.963, -8.413], [-19.270, -31.276, -1.752], [-18.937, -29.929, -1.354], [-17.661, -29.833, -0.743], [-17.492, -28.445, -0.077], [-17.329, -27.580, -1.221], [-16.992, -26.326, -0.884], [-18.720, -31.544, -2.654], [-20.229, -31.209, -2.267], [-19.110, -32.112, -1.071], [-16.773, -30.141, -1.295], [-17.767, -30.540, 0.079], [-16.617, -28.515, 0.568], [-18.390, -28.074, 0.418], [-16.058, -26.144, -0.353], [-17.760, -25.831, -0.290], [-16.874, -25.730, -1.789]],
  "lowdin_charge": [-0.102, -0.192, -0.236, -0.214, -0.167, -0.098, 0.086, 0.084, 0.086, 0.130, 0.122, 0.124, 0.125, 0.082, 0.082, 0.090, -0.112, -0.181, -0.198, -0.259, -0.181, -0.059, 0.089, 0.082, 0.075, 0.125, 0.118, 0.135, 0.111, 0.085, 0.086, 0.085, -0.135, -0.176, -0.202, -0.208, -0.173, -0.114, 0.087, 0.091, 0.089, 0.121, 0.123, 0.115, 0.128, 0.084, 0.084, 0.084, -0.082, -0.176, -0.231, -0.220, -0.201, -0.087, 0.085, 0.081, 0.082, 0.121, 0.127, 0.127, 0.122, 0.085, 0.083, 0.084, -0.133, -0.189, -0.155, -0.181, -0.195, -0.118, 0.076, 0.088, 0.077, 0.119, 0.114, 0.128, 0.114, 0.085, 0.087, 0.082, -0.114, -0.173, -0.196, -0.190, -0.190, -0.151, 0.083, 0.080, 0.081, 0.128, 0.119, 0.132, 0.126, 0.088, 0.087, 0.091, -0.078, -0.206, -0.208, -0.215, -0.164, -0.130, 0.080, 0.085, 0.087, 0.122, 0.115, 0.124, 0.124, 0.091, 0.085, 0.088, -0.065, -0.221, -0.166, -0.161, -0.203, -0.113, 0.071, 0.082, 0.083, 0.107, 0.123, 0.107, 0.125, 0.083, 0.067, 0.082, -0.115, -0.203, -0.121, -0.216, -0.158, -0.150, 0.085, 0.090, 0.084, 0.108, 0.108, 0.115, 0.119, 0.087, 0.085, 0.083, -0.108, -0.154, -0.242, -0.216, -0.167, -0.120, 0.082, 0.085, 0.081, 0.118, 0.130, 0.127, 0.120, 0.085, 0.095, 0.083, -0.101, -0.179, -0.210, -0.149, -0.174, -0.189, 0.076, 0.086, 0.086, 0.129, 0.110, 0.123, 0.129, 0.085, 0.087, 0.091]
}

=====

No. 2
{
  "formula": "C5H9P",
  "method": "ωB97M-V/def2-TZVPD",
  "homo_ev": -8.63,
  "orbital_gap_ev": 9.24,
  "charge": 0,
  "largest_force_ev_per_a": 3.3,
  "smiles": "CC1=PC1(C)C",
  "species": ["C", "C", "P", "C", "C", "C", "H", "H", "H", "H", "H", "H", "H", "H", "H"],
  "positions_angstrom": [[-0.612, -2.123, 0.009], [-0.967, -0.705, 0.007], [-2.051, 0.553, -0.003], [-0.161, 0.688, 0.001], [0.531, 1.045, -1.292], [0.535, 1.076, 1.280], [0.291, -2.276, -0.584], [-1.421, -2.732, -0.393], [-0.407, -2.456, 1.029], [-0.133, 0.867, -2.136], [1.431, 0.442, -1.435], [0.822, 2.094, -1.299], [0.500, 2.156, 1.432], [1.582, 0.772, 1.249], [0.059, 0.598, 2.135]],
  "lowdin_charge": [-0.117, -0.551, 0.978, -0.714, -0.123, -0.122, 0.077, 0.072, 0.083, 0.062, 0.074, 0.071, 0.071, 0.073, 0.066]
}